Record 1
{"formula": "C10H26AlBr3O10S3", "method": "ωB97M-V with the def2-TZVPD basis set", "molar_mass_g_mol": 669.2, "multiplicity": 1, "total_charge": 2, "homo_lumo_gap_ev": 2.854, "max_force_ev_per_a": 4.0, "e_above_lowest_kcal_mol": 54.9, "elements": ["H", "H", "H", "H", "H", "O", "Br", "Br", "Al", "H", "H", "H", "H", "O", "H", "H", "S", "O", "C", "C", "H", "C", "O", "O", "O", "H", "H", "H", "C", "O", "C", "Br", "H", "O", "H", "H", "C", "H", "O", "C", "C", "C", "O", "H", "H", "S", "S", "H", "H", "H", "H", "H", "C"], "positions_angstrom": [[0.77, 0.90, -2.55], [3.07, 1.16, 2.09], [-2.38, -3.91, -2.57], [3.17, 6.02, -0.42], [3.42, 3.54, 2.70], [0.87, 1.52, 1.87], [1.08, -3.66, -1.80], [0.10, -2.00, -4.38], [-3.30, 0.71, 0.76], [-0.97, -5.08, 1.87], [-3.63, -2.91, -3.33], [2.28, 2.71, 3.80], [0.47, -1.86, 3.05], [-5.32, -3.92, -1.78], [1.73, 3.90, 2.66], [0.64, -1.25, -2.03], [-4.18, -3.25, -1.15], [-3.34, -4.43, -0.27], [1.14, -1.96, -2.69], [0.93, -1.05, 2.48], [2.11, 5.49, 0.91], [-2.27, -4.02, 0.56], [0.51, 3.94, -0.57], [-1.18, 0.51, 2.68], [-0.48, 3.33, -2.81], [-1.54, -3.47, -0.05], [-2.55, -5.89, 1.45], [1.77, 4.64, -2.12], [2.43, 3.08, 2.79], [-1.30, -0.87, -0.34], [1.36, 4.92, -1.15], [2.98, -1.33, -2.97], [2.02, -1.06, 2.50], [0.66, 0.91, 4.36], [3.13, 4.44, 0.13], [0.68, -1.21, 1.43], [1.15, 1.40, -1.65], [0.64, 5.72, -1.32], [-1.33, 2.24, -0.66], [2.25, 1.86, 1.91], [-2.91, -2.96, -2.51], [-1.68, -5.34, 1.09], [-4.28, -2.13, -0.18], [2.02, 1.99, -1.94], [-2.60, -3.39, 1.38], [-0.19, 2.76, -1.49], [0.24, 0.53, 3.02], [-1.25, -5.88, 0.24], [1.14, 0.79, -0.75], [-2.32, -2.06, -2.31], [-0.70, -1.54, -0.72], [2.46, 2.18, 0.89], [2.45, 5.26, -0.10]], "nbo_charge": [0.241, 0.210, 0.269, 0.253, 0.234, -0.697, 0.184, 0.219, 1.255, 0.234, 0.285, 0.236, 0.269, -0.793, 0.227, 0.188, 2.242, -0.617, -0.522, -0.871, 0.232, -0.060, -0.685, -0.978, -0.853, 0.194, 0.257, 0.203, -0.647, -0.582, -0.083, 0.221, 0.266, -0.833, 0.206, 0.232, -0.801, 0.216, -0.929, -0.105, -0.795, -0.603, -0.901, 0.268, 0.206, 2.265, 2.340, 0.229, 0.247, 0.244, 0.442, 0.185, -0.645]}


Record 2
{"formula": "C10H26AlClN3O2", "method": "ωB97M-V with the def2-TZVPD basis set", "molar_mass_g_mol": 282.8, "multiplicity": 1, "total_charge": -1, "homo_lumo_gap_ev": 7.230, "max_force_ev_per_a": 0.7, "elements": ["H", "H", "H", "H", "H", "H", "C", "H", "C", "H", "C", "H", "C", "O", "C", "H", "N", "C", "C", "N", "H", "H", "H", "H", "H", "N", "H", "C", "H", "H", "H", "Al", "H", "H", "Cl", "H", "H", "H", "C", "O", "H", "C", "H"], "positions_angstrom": [[2.15, -0.03, 1.03], [-0.64, -3.63, 1.14], [-2.18, -3.39, 1.97], [2.66, 3.80, -1.32], [-3.36, -1.81, -1.12], [3.02, 1.29, 1.27], [-1.73, -3.69, 1.01], [-4.33, -2.90, 1.58], [-3.37, -2.58, -0.35], [-1.65, -5.42, -0.27], [3.66, 3.64, 0.56], [0.23, 1.71, 2.91], [1.13, 3.83, 0.24], [-2.01, -2.74, 0.01], [0.67, 0.63, -2.17], [4.62, 3.13, -1.12], [4.76, 3.01, -0.12], [-2.13, -5.11, 0.66], [1.11, -0.83, -1.97], [-0.31, 1.65, 2.05], [-3.76, -3.50, -0.82], [0.75, -1.47, -2.78], [-1.82, -5.79, 1.45], [0.92, 4.40, 1.15], [2.69, 5.27, -0.36], [2.37, 0.88, 0.61], [-5.28, -1.98, 0.42], [-4.27, -2.15, 0.79], [0.20, 0.76, -3.16], [2.20, -0.92, -1.90], [-3.21, -5.21, 0.54], [0.75, 1.87, 0.51], [0.42, 4.19, -0.53], [0.71, -1.23, -1.02], [-1.49, 2.27, -1.76], [4.68, 2.01, 0.04], [-0.84, 0.78, 2.09], [-0.90, 0.22, -0.75], [-0.30, 1.08, -1.06], [3.68, 3.71, 1.77], [-3.90, -1.22, 1.23], [2.54, 4.18, -0.30], [1.56, 1.27, -2.15]], "nbo_charge": [0.352, 0.191, 0.157, 0.190, 0.199, 0.352, -0.063, 0.195, -0.064, 0.210, 0.711, 0.351, -0.978, -0.526, -0.424, 0.354, -0.876, -0.643, -0.610, -1.402, 0.148, 0.190, 0.208, 0.218, 0.203, -1.426, 0.209, -0.645, 0.187, 0.209, 0.199, 1.785, 0.218, 0.207, -0.162, 0.400, 0.347, 0.193, -0.682, -0.599, 0.225, -0.505, 0.195]}


Record 3
{"formula": "C10H26BaO10", "method": "ωB97M-V with the def2-TZVPD basis set", "molar_mass_g_mol": 443.6, "multiplicity": 1, "homo_lumo_gap_ev": 8.597, "max_force_ev_per_a": 2.2, "e_above_lowest_kcal_mol": 0.0, "elements": ["H", "H", "O", "H", "O", "H", "H", "H", "H", "C", "H", "H", "C", "H", "O", "C", "H", "O", "C", "C", "O", "H", "O", "O", "O", "C", "H", "H", "H", "H", "C", "H", "H", "O", "H", "H", "C", "H", "H", "Ba", "C", "C", "H", "H", "H", "H", "O"], "positions_angstrom": [[2.67, -4.67, -0.44], [3.25, -2.35, -1.40], [2.86, 1.28, -3.94], [-5.63, 0.04, -0.09], [2.53, 0.84, -1.73], [3.98, -1.96, 0.15], [2.20, 2.74, 3.07], [2.30, 1.02, -4.68], [0.95, 3.43, -1.51], [-0.08, 3.43, -1.89], [-0.21, 2.61, -2.60], [0.68, 2.76, 3.93], [-3.72, -0.67, -0.91], [-2.52, -4.18, 1.06], [1.64, 0.38, 1.74], [-4.76, -0.54, 0.22], [2.00, -2.43, 1.14], [-1.09, -1.60, 1.63], [1.16, 2.42, 3.01], [1.00, 0.91, 2.91], [-1.06, -2.96, -0.10], [3.71, -4.33, 0.90], [-2.60, 0.20, -0.73], [0.98, 0.28, -3.20], [-0.75, 2.32, 0.14], [-1.49, -2.63, 1.04], [-0.18, 4.39, -2.41], [0.65, 2.87, 2.16], [-2.90, 1.12, -0.67], [-3.31, -1.67, -0.88], [2.10, 0.79, -2.90], [-1.30, 2.43, 0.92], [-4.35, -0.07, 1.11], [1.93, -2.29, 0.19], [2.52, 0.78, 1.72], [-2.08, 3.30, -1.17], [3.54, -4.07, -0.15], [1.40, 0.42, 3.80], [-1.00, 4.35, -0.21], [0.23, -0.27, -0.55], [-1.07, 3.41, -0.75], [3.23, -2.60, -0.34], [-5.10, -1.54, 0.49], [-0.05, 0.65, 2.85], [-4.22, -0.53, -1.87], [4.42, -4.40, -0.71], [-2.43, -3.41, 1.64]], "nbo_charge": [0.225, 0.190, -0.705, 0.199, -0.821, 0.165, 0.207, 0.488, 0.231, -0.650, 0.232, 0.220, -0.072, 0.487, -0.765, -0.649, 0.486, -0.848, -0.645, -0.070, -0.837, 0.198, -0.761, -0.872, -0.774, 0.949, 0.222, 0.212, 0.471, 0.206, 0.952, 0.483, 0.221, -0.760, 0.484, 0.158, -0.641, 0.170, 0.173, 1.874, -0.066, -0.066, 0.229, 0.199, 0.165, 0.217, -0.714]}


Record 4
{"formula": "C10H26Cl4N6O12", "method": "ωB97M-V with the def2-TZVPD basis set", "molar_mass_g_mol": 564.2, "multiplicity": 1, "homo_lumo_gap_ev": 10.800, "max_force_ev_per_a": 3.9, "e_above_lowest_kcal_mol": 36.7, "smiles": "C[N+](=O)[O-].C[N+](=O)[O-].C[N+](=O)[O-].C[N+](=O)[O-].C[N+](=O)[O-].C[N+](=O)[O-].ClCCCl.ClCCCl", "elements": ["H", "C", "H", "H", "C", "H", "O", "H", "Cl", "O", "O", "N", "H", "O", "H", "O", "O", "H", "H", "H", "N", "H", "C", "N", "H", "O", "H", "O", "H", "H", "N", "O", "N", "C", "C", "C", "H", "O", "Cl", "H", "H", "H", "H", "H", "C", "H", "N", "O", "Cl", "Cl", "C", "O", "H", "H", "H", "C", "C", "H"], "positions_angstrom": [[2.98, 0.80, 5.40], [-1.37, -0.18, -0.15], [-1.00, 6.44, -4.31], [5.47, 5.68, -2.81], [-7.21, 0.44, 4.73], [-1.18, -1.01, 0.53], [7.16, -2.55, -2.82], [5.75, -0.52, -0.74], [2.30, 2.42, 6.91], [-7.27, -3.78, -3.74], [5.83, 4.06, -4.84], [-0.09, 0.56, -0.43], [5.05, -1.23, -2.30], [0.13, 0.82, -1.62], [-1.45, -5.60, 2.01], [-7.26, -0.32, 2.48], [3.87, 4.94, -5.24], [-7.90, 1.24, 4.48], [-1.19, 6.20, -2.62], [5.40, -2.16, -0.79], [-2.44, 4.92, -3.76], [-5.62, -5.34, -3.33], [5.71, -1.35, -1.45], [4.80, 4.71, -4.53], [4.83, 1.09, 7.08], [7.93, -0.96, -1.57], [-6.26, 0.88, 5.04], [-2.86, 4.31, -2.77], [0.94, -7.52, 1.26], [-1.04, -6.96, 2.89], [-6.73, -0.44, 3.61], [-5.74, -2.23, -3.66], [7.05, -1.58, -2.04], [-1.75, 6.24, -3.55], [-0.59, -6.25, 2.19], [-5.10, -4.38, -3.32], [3.24, 2.45, 4.79], [-2.39, 4.48, -4.93], [0.55, -5.77, -0.29], [-1.72, -0.43, -1.15], [3.81, 5.96, -3.30], [-2.48, 7.05, -3.46], [-2.11, 0.53, 0.22], [5.19, 2.69, 6.44], [4.77, 1.72, 6.19], [-4.42, -4.11, -4.13], [-6.12, -3.40, -3.60], [0.75, 0.71, 0.46], [5.76, 1.03, 4.98], [0.48, -5.21, 3.17], [3.36, 1.79, 5.65], [-5.80, -1.19, 3.87], [-0.61, -7.72, 0.46], [4.25, 4.33, -2.53], [-7.65, -0.23, 5.47], [0.04, -7.00, 0.95], [4.56, 5.18, -3.14], [-4.60, -4.25, -2.36]], "nbo_charge": [0.223, -0.487, 0.237, 0.229, -0.484, 0.240, -0.407, 0.230, -0.065, -0.365, -0.402, 0.516, 0.237, -0.378, 0.223, -0.372, -0.345, 0.235, 0.229, 0.239, 0.514, 0.235, -0.495, 0.528, 0.223, -0.338, 0.234, -0.366, 0.224, 0.220, 0.521, -0.387, 0.534, -0.489, -0.398, -0.487, 0.225, -0.363, -0.075, 0.244, 0.230, 0.236, 0.240, 0.222, -0.420, 0.245, 0.520, -0.376, -0.025, -0.050, -0.382, -0.371, 0.229, 0.243, 0.237, -0.373, -0.484, 0.240]}


Record 5
{"formula": "C10H26ClLi2NO3", "method": "ωB97M-V with the def2-TZVPD basis set", "molar_mass_g_mol": 257.7, "multiplicity": 1, "homo_lumo_gap_ev": 6.847, "max_force_ev_per_a": 1.8, "elements": ["H", "O", "H", "H", "C", "C", "H", "H", "H", "H", "C", "H", "H", "H", "C", "H", "O", "C", "H", "H", "C", "H", "Li", "H", "H", "C", "H", "H", "H", "H", "C", "H", "H", "H", "H", "Cl", "C", "N", "O", "C", "H", "Li", "H"], "positions_angstrom": [[-3.04, 2.00, -3.47], [-2.49, 2.32, 1.37], [0.78, 0.08, 1.97], [2.59, -0.03, 0.78], [1.20, -4.67, 1.45], [-2.89, 2.57, 2.68], [-2.64, 3.61, 2.95], [-3.96, 2.39, 2.83], [0.95, -4.80, 2.50], [1.81, -3.41, -0.59], [0.83, 1.81, -0.19], [2.60, -1.74, 0.54], [-0.83, -1.86, -0.58], [0.28, 2.60, -0.67], [0.74, -3.26, -0.36], [1.04, -5.58, 0.87], [-2.50, 2.46, -1.52], [2.31, -0.80, 0.07], [-2.36, 1.94, 3.42], [0.51, -1.75, -1.78], [0.26, -0.68, 1.40], [2.57, -1.12, -2.05], [-3.55, 1.54, -0.09], [0.42, -1.64, 1.88], [-0.75, 0.51, -0.63], [0.25, -1.90, -0.74], [-3.58, 3.56, -2.91], [0.55, 1.89, 0.86], [1.90, 1.97, -0.21], [0.47, 0.36, -1.79], [2.99, -0.54, -1.23], [2.98, 0.51, -1.52], [0.24, -3.95, -1.07], [-1.88, 3.38, -3.26], [-0.81, -0.48, 1.35], [-0.41, 5.39, 0.12], [-2.73, 2.84, -2.83], [0.81, -0.73, 0.02], [0.44, -3.59, 0.95], [0.35, 0.50, -0.72], [2.28, -4.45, 1.40], [-1.80, 3.61, -0.03], [4.04, -0.84, -1.16]], "nbo_charge": [0.116, -1.100, 0.234, 0.232, -0.249, -0.219, 0.155, 0.118, 0.209, 0.177, -0.655, 0.219, 0.234, 0.291, -0.088, 0.180, -1.096, -0.219, 0.116, 0.233, -0.422, 0.211, 0.933, 0.244, 0.250, -0.228, 0.127, 0.237, 0.205, 0.220, -0.643, 0.241, 0.196, 0.143, 0.243, -0.927, -0.219, -0.208, -0.546, -0.232, 0.166, 0.879, 0.243]}


Record 6
{"formula": "C10H26FN3O4P", "method": "ωB97M-V with the def2-TZVPD basis set", "molar_mass_g_mol": 302.3, "multiplicity": 1, "total_charge": 1, "homo_lumo_gap_ev": 9.191, "max_force_ev_per_a": 1.0, "elements": ["H", "O", "N", "P", "O", "C", "H", "H", "C", "C", "C", "H", "H", "C", "H", "H", "O", "H", "H", "H", "H", "F", "H", "C", "H", "H", "N", "H", "C", "H", "H", "H", "H", "C", "O", "N", "C", "H", "H", "H", "H", "H", "C", "H", "H"], "positions_angstrom": [[-2.51, 0.65, -3.07], [-1.92, -0.12, -3.00], [1.20, -0.02, -2.20], [-1.66, -0.62, -1.46], [1.52, 1.86, -0.87], [-1.02, 3.15, -2.33], [-1.29, 4.88, -1.13], [0.95, -1.80, 6.05], [1.68, -1.04, -1.20], [1.05, -2.37, 5.13], [1.09, -0.99, 0.23], [-3.15, -0.41, 0.26], [2.74, -0.92, -1.11], [0.07, -3.53, 5.10], [-0.41, 1.49, -3.51], [1.17, -2.74, 1.46], [-1.21, 3.97, -3.49], [0.62, -3.11, -0.14], [-1.09, 1.51, -0.30], [1.08, -4.63, 3.84], [2.08, -2.73, 5.07], [2.19, -0.75, 1.05], [-0.61, 4.72, -3.41], [0.53, 1.21, -1.60], [0.59, -0.45, -2.90], [0.88, -1.71, 4.28], [-3.19, -0.34, -0.75], [1.53, -2.00, -1.65], [-0.62, 4.04, -1.17], [-3.61, 0.54, -1.04], [-0.95, -3.17, 5.15], [2.06, 2.38, -1.47], [0.24, -4.20, 5.95], [0.56, -2.37, 0.65], [0.18, -4.28, 3.89], [0.15, 0.08, 0.49], [0.02, 2.10, -2.72], [-1.99, 2.70, -2.16], [-0.57, -0.28, 1.11], [-0.65, 3.56, -0.21], [0.84, 2.63, -3.18], [2.01, 0.31, -2.72], [-0.52, 0.68, -0.67], [0.38, 4.44, -1.30], [-0.45, -2.32, 1.03]], "nbo_charge": [0.492, -0.984, -0.538, 1.222, -0.678, 0.107, 0.241, 0.222, -0.266, -0.633, 0.470, 0.399, 0.255, -0.063, 0.246, 0.257, -0.702, 0.223, 0.246, 0.462, 0.202, -0.354, 0.473, 0.432, 0.448, 0.199, -1.139, 0.240, -0.650, 0.379, 0.176, 0.480, 0.166, -0.650, -0.728, -0.602, -0.470, 0.162, 0.378, 0.228, 0.216, 0.434, -0.433, 0.210, 0.222]}